This record from the Open Molecules 2025 dataset describes 10 unconnected molecules or ions with the total composition C54H123N7O10. The level of theory is ωB97M-V with the def2-TZVPD basis set.

Bonds (Å) are listed after each position.
CARTESIAN COORDINATES (ANGSTROEM)
1 C 0.3458 1.4314 -4.2603  C2 1.550, H12 1.090, H13 1.089, H14 1.094
2 C 0.4733 2.7038 -5.1368  C1 1.550, C3 1.541, C4 1.561, N10 1.468
3 C 1.5873 2.5257 -6.1870  C2 1.541, H15 1.091, H16 1.090, H17 1.091
4 C -0.7999 2.9380 -6.0083  C2 1.561, C5 1.535, H18 1.091, H19 1.092
5 C -2.0091 3.4637 -5.2217  C4 1.535, C6 1.534, H20 1.090, H21 1.092
6 C -1.5546 4.6941 -4.4265  C5 1.534, C7 1.532, H22 1.091, H23 1.093
7 C -0.2929 4.5242 -3.5742  C6 1.532, C8 1.528, C9 1.560, N10 1.437
8 C 0.1331 5.9488 -3.2209  C7 1.528, H24 1.091, H25 1.093, H26 1.090
9 C -0.7620 3.8390 -2.2531  C7 1.560, H27 1.093, H28 1.089, H29 1.092
10 N 0.7636 3.8750 -4.3004  C2 1.468, C7 1.437, O11 1.412
11 O 2.0272 3.8896 -3.6710  N10 1.412, H30 0.962
12 H 0.3896 0.5189 -4.8547  C1 1.090
13 H 0.9968 1.4963 -3.3901  C1 1.089
14 H -0.6384 1.3814 -3.7855  C1 1.094
15 H 2.5807 2.4847 -5.7379  C3 1.091
16 H 1.4637 1.6214 -6.7826  C3 1.090
17 H 1.5364 3.3693 -6.8766  C3 1.091
18 H -0.6916 3.6332 -6.8419  C4 1.091
19 H -1.0989 1.9776 -6.4335  C4 1.092
20 H -2.7798 3.7279 -5.9453  C5 1.090
21 H -2.3666 2.6913 -4.5381  C5 1.092
22 H -2.3962 5.0235 -3.8153  C6 1.091
23 H -1.3827 5.4936 -5.1513  C6 1.093
24 H 0.3065 6.5859 -4.0900  C8 1.091
25 H 1.1001 5.9290 -2.7129  C8 1.093
26 H -0.5357 6.4790 -2.5434  C8 1.090
27 H -1.5313 4.4887 -1.8284  C9 1.093
28 H -0.0169 3.5786 -1.5025  C9 1.089
29 H -1.4058 2.9850 -2.4721  C9 1.092
30 H 2.5977 4.3940 -4.2595  O11 0.962
31 C -2.6482 1.2096 -0.6262  C32 1.515, H42 1.091, H43 1.090, H44 1.089
32 C -3.8677 0.6198 0.0516  C31 1.515, C33 1.550, C34 1.544, N40 1.491
33 C -3.5837 -0.8523 0.4439  C32 1.550, H45 1.091, H46 1.090, H47 1.090
34 C -4.1646 1.2910 1.4099  C32 1.544, C35 1.534, H48 1.090, H49 1.091
35 C -4.7465 2.6932 1.1927  C34 1.534, C36 1.522, H50 1.091, H51 1.093
36 C -5.9704 2.7098 0.2884  C35 1.522, C37 1.556, H52 1.093, H53 1.095
37 C -5.8580 1.9689 -1.0753  C36 1.556, C38 1.507, C39 1.562, N40 1.495
38 C -7.2487 1.7699 -1.6218  C37 1.507, H54 1.091, H55 1.092, H56 1.092
39 C -5.0454 2.8962 -2.0337  C37 1.562, H57 1.092, H58 1.091, H59 1.090
40 N -5.1483 0.7051 -0.7078  C32 1.491, C37 1.495, O41 1.405
41 O -5.1247 -0.1298 -1.8375  N40 1.405, H60 0.962
42 H -2.2878 0.6145 -1.4667  C31 1.091
43 H -2.9356 2.1222 -1.1482  C31 1.090
44 H -1.8621 1.4724 0.0807  C31 1.089
45 H -4.5328 -1.3729 0.5814  C33 1.091
46 H -2.9907 -1.3747 -0.3068  C33 1.090
47 H -2.9767 -0.8883 1.3482  C33 1.090
48 H -4.8631 0.7514 2.0492  C34 1.090
49 H -3.2147 1.4374 1.9267  C34 1.091
50 H -4.9771 3.0747 2.1889  C35 1.091
51 H -4.0143 3.3538 0.7210  C35 1.093
52 H -6.2878 3.7467 0.1545  C36 1.093
53 H -6.7973 2.2725 0.8570  C36 1.095
54 H -7.2424 1.6616 -2.7077  C38 1.091
55 H -7.9677 2.5796 -1.4832  C38 1.092
56 H -7.7248 0.9389 -1.0962  C38 1.092
57 H -5.7415 3.6243 -2.4548  C39 1.092
58 H -4.6017 2.2694 -2.8080  C39 1.091
59 H -4.2904 3.5196 -1.5551  C39 1.090
60 H -5.9197 -0.6344 -1.6412  O41 0.962
61 C -3.9249 -6.0527 0.5934  C62 1.522, H72 1.091, H73 1.090, H74 1.091
62 C -2.5802 -6.0462 -0.1193  C61 1.522, C63 1.508, C64 1.549, N70 1.489
63 C -1.4650 -6.0616 0.8951  C62 1.508, H75 1.091, H76 1.092, H77 1.092
64 C -2.4440 -7.3586 -0.9313  C62 1.549, C65 1.562, H78 1.091, H79 1.093
65 C -1.4159 -7.2923 -2.1050  C64 1.562, C66 1.517, H80 1.091, H81 1.090
66 C -1.8504 -6.1144 -2.9572  C65 1.517, C67 1.529, H82 1.092, H83 1.091
67 C -1.6363 -4.8147 -2.1801  C66 1.529, C68 1.533, C69 1.560, N70 1.505
68 C -0.1866 -4.3896 -1.9206  C67 1.533, H84 1.088, H85 1.092, H86 1.092
69 C -2.2204 -3.7155 -3.1213  C67 1.560, H87 1.091, H88 1.093, H89 1.090
70 N -2.5449 -4.8314 -0.9803  C62 1.489, C67 1.505, O71 1.405
71 O -2.3723 -3.6629 -0.2199  N70 1.405, H90 0.962
72 H -4.6826 -6.0327 -0.1912  C61 1.091
73 H -4.0308 -6.9297 1.2322  C61 1.090
74 H -4.0688 -5.1688 1.2160  C61 1.091
75 H -0.4770 -5.7907 0.5187  C63 1.091
76 H -1.6856 -5.3995 1.7349  C63 1.092
77 H -1.2784 -7.0233 1.3778  C63 1.092
78 H -2.1703 -8.2226 -0.3240  C64 1.091
79 H -3.4056 -7.6866 -1.3348  C64 1.093
80 H -0.4033 -7.1191 -1.7366  C65 1.091
81 H -1.3674 -8.2059 -2.6983  C65 1.090
82 H -2.9177 -6.1883 -3.1765  C66 1.092
83 H -1.3598 -6.0262 -3.9276  C66 1.091
84 H 0.2785 -3.8297 -2.7287  C68 1.088
85 H 0.5064 -5.1632 -1.5832  C68 1.092
86 H -0.2099 -3.7100 -1.0660  C68 1.092
87 H -1.8193 -3.8068 -4.1319  C69 1.091
88 H -1.9041 -2.7163 -2.8120  C69 1.093
89 H -3.3098 -3.7157 -3.1440  C69 1.090
90 H -3.2346 -3.2386 -0.2592  O71 0.962
91 C 1.2266 -3.8431 2.0724  C92 1.537, H102 1.090, H103 1.091, H104 1.092
92 C 1.7192 -2.3914 1.9655  C91 1.537, C93 1.543, C94 1.579, N100 1.476
93 C 1.6304 -1.6487 3.3151  C92 1.543, H105 1.089, H106 1.093, H107 1.091
94 C 3.2206 -2.5314 1.4964  C92 1.579, C95 1.528, H108 1.091, H109 1.092
95 C 3.7793 -1.1730 1.0740  C94 1.528, C96 1.491, H110 1.092, H111 1.094
96 C 2.9816 -0.5474 -0.0197  C95 1.491, C97 1.545, H112 1.092, H113 1.090
97 C 1.4680 -0.4664 0.2801  C96 1.545, C98 1.563, C99 1.513, N100 1.466
98 C 1.2781 0.7012 1.3023  C97 1.563, H114 1.090, H115 1.091, H116 1.092
99 C 0.8148 -0.1463 -1.0464  C97 1.513, H117 1.091, H118 1.089, H119 1.090
100 N 0.9653 -1.6923 0.9064  C92 1.476, C97 1.466, O101 1.394
101 O -0.4192 -1.7588 1.0501  N100 1.394, H120 0.964
102 H 1.7825 -4.3157 2.8827  C91 1.090
103 H 0.1444 -3.8679 2.2083  C91 1.091
104 H 1.3827 -4.4420 1.1731  C91 1.092
105 H 2.1665 -0.7078 3.4275  C93 1.089
106 H 0.6020 -1.3011 3.4459  C93 1.093
107 H 1.8638 -2.2910 4.1658  C93 1.091
108 H 3.8106 -2.9928 2.2893  C94 1.091
109 H 3.2400 -3.2060 0.6373  C94 1.092
110 H 3.9490 -0.5728 1.9707  C95 1.092
111 H 4.7824 -1.3723 0.6854  C95 1.094
112 H 3.1976 -1.2341 -0.8414  C96 1.092
113 H 3.4406 0.4223 -0.2093  C96 1.090
114 H 2.1445 0.8422 1.9476  C98 1.090
115 H 0.4128 0.5400 1.9471  C98 1.091
116 H 1.1620 1.6854 0.8427  C98 1.092
117 H -0.2040 0.1947 -0.8581  C99 1.091
118 H 0.7952 -1.0014 -1.7207  C99 1.089
119 H 1.3288 0.7213 -1.4601  C99 1.090
120 H -0.6271 -2.4371 0.3975  O101 0.964
121 C 0.5855 5.1579 2.1765  C122 1.520, H132 1.092, H133 1.094, H134 1.090
122 C -0.2045 4.2972 3.1489  C121 1.520, C123 1.544, C124 1.537, N130 1.483
123 C -1.1999 3.4055 2.3749  C122 1.544, H135 1.090, H136 1.093, H137 1.093
124 C 0.8384 3.3888 3.8191  C122 1.537, C125 1.539, H138 1.088, H139 1.091
125 C 0.2868 2.6456 5.0487  C124 1.539, C126 1.523, H140 1.091, H141 1.093
126 C -0.3718 3.6303 6.0065  C125 1.523, C127 1.555, H142 1.090, H143 1.092
127 C -1.4441 4.5708 5.3879  C126 1.555, C128 1.496, C129 1.564, N130 1.486
128 C -2.7929 3.9283 5.3160  C127 1.496, H144 1.090, H145 1.088, H146 1.091
129 C -1.5571 5.7565 6.4013  C127 1.564, H147 1.090, H148 1.093, H149 1.094
130 N -0.8999 5.1578 4.1365  C122 1.483, C127 1.486, O131 1.402
131 O -1.8098 6.0338 3.5275  N130 1.402, H150 0.967
132 H 1.0592 4.5936 1.3699  C121 1.092
133 H -0.0585 5.8280 1.6005  C121 1.094
134 H 1.3593 5.7908 2.6114  C121 1.090
135 H -0.8075 2.9430 1.4695  C123 1.090
136 H -1.5761 2.6087 3.0214  C123 1.093
137 H -2.1458 3.8938 2.1264  C123 1.093
138 H 1.1380 2.6453 3.0829  C124 1.088
139 H 1.6707 4.0084 4.1558  C124 1.091
140 H -0.2936 1.7794 4.7261  C125 1.091
141 H 1.0743 2.2378 5.6868  C125 1.093
142 H 0.4161 4.1884 6.5114  C126 1.090
143 H -0.9058 3.0668 6.7743  C126 1.092
144 H -3.5706 4.6862 5.4057  C128 1.090
145 H -2.8925 3.1798 6.0991  C128 1.088
146 H -2.8039 3.4560 4.3325  C128 1.091
147 H -2.0609 6.6426 6.0162  C129 1.090
148 H -0.5799 6.0721 6.7764  C129 1.093
149 H -2.0000 5.5490 7.3801  C129 1.094
150 H -2.6421 5.5471 3.4499  O131 0.967
151 N 4.5909 4.9258 0.7952  C152 1.356, H155 1.004, H156 1.006
152 C 3.7077 4.0891 0.1955  N151 1.356, N153 1.346, O154 1.213
153 N 3.0460 4.7031 -0.8030  C152 1.346, H157 1.004, H158 1.007
154 O 3.4354 2.9606 0.5478  C152 1.213
155 H 4.8446 5.8021 0.3763  N151 1.004
156 H 5.1534 4.5545 1.5423  N151 1.006
157 H 3.2954 5.6529 -1.0118  N153 1.004
158 H 2.3167 4.1949 -1.2757  N153 1.007
159 C 2.9167 -2.5193 -3.1781  C160 1.531, H162 1.090, H163 1.090, H164 1.093
160 C 2.7511 -3.6130 -4.2367  C159 1.531, O161 1.396, H165 1.095, H166 1.095
161 O 2.8496 -3.0219 -5.4973  C160 1.396, H167 0.960
162 H 2.2310 -1.6790 -3.2902  C159 1.090
163 H 3.9262 -2.1116 -3.1283  C159 1.090
164 H 2.6359 -2.9701 -2.2232  C159 1.093
165 H 1.7322 -4.0052 -4.1558  C160 1.095
166 H 3.3414 -4.4645 -3.8821  C160 1.095
167 H 2.4044 -3.5676 -6.1502  O161 0.960
168 C 2.1946 -7.5023 3.5776  C169 1.539, H171 1.089, H172 1.089, H173 1.091
169 C 3.4636 -7.3190 2.7273  C168 1.539, O170 1.424, H174 1.093, H175 1.092
170 O 4.4361 -6.5550 3.4335  C169 1.424, H176 0.963
171 H 1.4647 -8.1725 3.1258  C168 1.089
172 H 1.7932 -6.5119 3.7856  C168 1.089
173 H 2.5182 -8.0159 4.4843  C168 1.091
174 H 3.2282 -6.7684 1.8130  C169 1.093
175 H 3.8375 -8.3102 2.4620  C169 1.092
176 H 5.2080 -6.6856 2.8729  O170 0.963
177 C 4.5513 1.5057 -2.6616  C178 1.516, H180 1.092, H181 1.092, H182 1.091
178 C 5.3558 2.5627 -3.3911  C177 1.516, O179 1.429, H183 1.089, H184 1.093
179 O 6.7327 2.2116 -3.2435  C178 1.429, H185 0.960
180 H 4.7256 0.4774 -2.9841  C177 1.092
181 H 3.4824 1.7244 -2.7073  C177 1.092
182 H 4.8558 1.5107 -1.6138  C177 1.091
183 H 5.0978 3.5103 -2.9203  C178 1.089
184 H 5.0613 2.5714 -4.4433  C178 1.093
185 H 6.8718 1.3737 -3.6915  O179 0.960
186 C 5.7097 -2.6934 5.9506  C187 1.529, H189 1.091, H190 1.092, H191 1.091
187 C 5.2938 -3.8208 5.0049  C186 1.529, O188 1.415, H192 1.096, H193 1.096
188 O 5.4628 -5.1441 5.4760  C187 1.415, H194 0.968
189 H 5.5010 -1.7378 5.4665  C186 1.091
190 H 6.7557 -2.6009 6.2493  C186 1.092
191 H 5.1908 -2.7150 6.9102  C186 1.091
192 H 5.7338 -3.6705 4.0118  C187 1.096
193 H 4.2390 -3.7165 4.7246  C187 1.096
194 H 4.9820 -5.7232 4.8670  O188 0.968

Values from the calculation:
Relative energy (zero: lowest compared OMol25 entry of this formula, charge and spin) ... 0.00 kcal/mol
Electronic energy ... -88891.352 eV
Highest occupied orbital energy ... -7.652 eV
Structure (SMILES) ... CC1(C)CCCC(C)(C)N1O.CC1(C)CCCC(C)(C)N1O.CC1(C)CCCC(C)(C)N1O.CC1(C)CCCC(C)(C)N1O.CC1(C)CCCC(C)(C)N1O.NC(N)=O.CCO.CCO.CCO.CCO
E_LUMO ... 0.01638 Ha
Net charge ... 0
Gap between HOMO and LUMO ... 0.2976 Eh